Record 1
Formula: C2H12NO6P2
Source: OMol25
Level of theory: ωB97M-V/def2-TZVPD

As for the HOMO-LUMO gap: 10.1 eV. The calculation puts the HOMO energy at -13.874 eV.

The geometry in ORCA input format:
```
! RIJCOSX wB97M-V def2-TZVPD def2/J DEFGRID3
* xyz 1 1
C 1.85 1.29 -0.51
C 1.55 0.23 -1.58
O 0.21 -0.28 -1.55
O 0.05 -0.89 -0.26
P -1.52 -0.91 0.18
O -1.55 -1.61 1.46
O -2.28 -1.71 -0.94
O -2.13 0.56 0.41
P -2.27 1.55 -0.93
O -2.97 0.95 -2.05
H 2.88 1.18 -0.18
H 1.23 1.22 0.38
H 1.74 2.31 -0.89
H 2.23 -0.61 -1.49
H 1.65 0.69 -2.57
H -1.64 -2.19 -1.48
H -0.99 2.05 -1.29
H -3.01 2.65 -0.45
N 1.00 -1.30 2.75
H 0.11 -1.73 3.02
H 1.76 -1.97 2.83
H 0.93 -0.98 1.78
H 1.19 -0.50 3.36
*
```

=====

Record 2
Formula: C2H12O3S
Source: OMol25
Level of theory: ωB97M-V/def2-TZVPD

As for the HOMO-LUMO gap: 9.1 eV. The calculation puts the HOMO energy at -8.466 eV. Its SMILES is CCS.O.O.O.

The geometry in ORCA input format:
```
! RIJCOSX wB97M-V def2-TZVPD def2/J DEFGRID3
* xyz 0 1
C -1.10 1.14 0.21
C 0.31 1.35 -0.33
S 0.79 -0.10 -1.33
H -1.20 0.12 0.56
H -1.87 1.21 -0.57
H -1.50 1.75 1.02
H 0.40 2.24 -0.94
H 0.97 1.46 0.53
H 2.04 -0.12 -0.83
O 3.08 -2.93 0.56
H 2.76 -3.30 -0.27
H 2.71 -3.52 1.23
O -4.17 0.66 -2.08
H -4.41 0.99 -2.94
H -5.01 0.61 -1.63
O 1.85 -0.34 2.03
H 2.40 -1.12 1.83
H 1.96 -0.10 2.96
*
```

=====

Record 3
Formula: C2H12O3S
Source: OMol25
Level of theory: ωB97M-V/def2-TZVPD

As for the HOMO-LUMO gap: 9.4 eV. The calculation puts the HOMO energy at -8.688 eV. Its SMILES is CSC.O.O.O.

The geometry in ORCA input format:
```
! RIJCOSX wB97M-V def2-TZVPD def2/J DEFGRID3
* xyz 0 1
C -1.02 -0.91 0.95
S -0.75 -1.81 -0.60
C -0.80 -3.49 0.03
H -0.29 -1.22 1.69
H -0.97 0.16 0.78
H -1.99 -1.16 1.34
H -1.64 -4.03 -0.38
H -0.87 -3.47 1.11
H 0.12 -4.05 -0.16
O 1.72 0.69 -0.26
H 1.34 -0.20 -0.24
H 1.10 1.11 -0.88
O -0.69 2.27 -1.12
H -0.61 2.86 -1.88
H -0.60 2.86 -0.36
O 1.67 3.61 -0.22
H 2.50 4.05 0.04
H 1.78 2.73 0.16
*
```

=====

Record 4
Formula: C2H12O3S
Source: OMol25
Level of theory: ωB97M-V/def2-TZVPD

As for the HOMO-LUMO gap: 8.9 eV. The calculation puts the HOMO energy at -8.296 eV. Its SMILES is CSC.O.O.O.

The geometry in ORCA input format:
```
! RIJCOSX wB97M-V def2-TZVPD def2/J DEFGRID3
* xyz 0 1
C -0.03 -0.14 -0.40
S 1.23 0.98 0.33
C 2.13 -0.21 1.34
H -1.07 0.00 0.04
H 0.34 -1.15 -0.07
H -0.01 -0.07 -1.43
H 2.89 0.36 1.87
H 1.28 -0.62 1.87
H 2.78 -0.87 0.72
O -0.32 -1.80 -6.11
H -1.09 -1.86 -5.56
H 0.14 -2.70 -6.14
O -0.78 2.35 2.34
H -0.57 3.28 2.21
H 0.03 1.91 2.70
O -2.27 -0.13 1.85
H -1.60 0.56 2.19
H -3.09 0.10 2.26
*
```

=====

Record 5
Formula: C2H12O3S
Source: OMol25
Level of theory: ωB97M-V/def2-TZVPD

As for the HOMO-LUMO gap (spin up / spin down): 10.2 / 5.3 eV. The calculation puts the HOMO energy (spin up / spin down) at -13.770 / -13.769 eV.

The geometry in ORCA input format:
```
! RIJCOSX wB97M-V def2-TZVPD def2/J DEFGRID3
* xyz 1 2
C -0.36 0.68 -1.94
S -1.94 -0.17 -2.00
C -1.83 -1.12 -0.50
H -0.54 1.76 -1.87
H 0.26 0.34 -2.77
H 0.20 0.54 -1.02
H -1.62 -0.50 0.38
H -2.84 -1.53 -0.43
H -1.10 -1.92 -0.33
H 0.76 2.69 0.85
H -0.11 1.91 1.84
O -0.01 2.11 0.91
H 0.79 -2.04 0.13
H 1.40 -2.44 1.41
O 0.88 -1.71 1.02
H 1.75 -0.24 1.57
H 2.10 1.07 0.98
O 2.23 0.58 1.77
*
```

=====

Record 6
Formula: C2H12O3S2
Source: OMol25
Level of theory: ωB97M-V/def2-TZVPD

As for the HOMO-LUMO gap: 3.3 eV. The calculation puts the HOMO energy at -7.878 eV.

The geometry in ORCA input format:
```
! RIJCOSX wB97M-V def2-TZVPD def2/J DEFGRID3
* xyz 0 1
C -2.36 0.63 -1.23
S -1.08 1.74 -1.65
S 1.95 -0.21 1.37
C 0.60 0.94 1.58
H -2.99 0.97 -0.41
H -2.91 0.17 -2.05
H -1.86 2.83 -1.84
H -0.23 0.61 0.96
H 0.26 0.91 2.62
H 0.85 1.96 1.30
H -1.14 -0.55 -1.02
H 0.35 -1.06 -1.09
O -0.53 -1.29 -0.75
H 1.07 -2.45 2.47
H -0.25 -2.73 1.87
O 0.48 -3.20 2.30
H 2.29 0.08 -0.75
H 3.06 0.67 -1.98
O 2.43 -0.01 -1.71
*
```

=====

Record 7
Formula: C2H12O4
Source: OMol25
Level of theory: ωB97M-V/def2-TZVPD

As for the HOMO-LUMO gap: 11.5 eV. The calculation puts the HOMO energy at -10.973 eV. Its SMILES is CCO.O.O.O.

The geometry in ORCA input format:
```
! RIJCOSX wB97M-V def2-TZVPD def2/J DEFGRID3
* xyz 0 1
C 2.21 -0.42 1.12
C 0.86 -0.88 0.65
O -0.06 0.23 0.67
H 2.15 -0.16 2.17
H 3.03 -1.14 1.05
H 2.48 0.48 0.56
H 0.40 -1.73 1.18
H 0.86 -1.27 -0.37
H -0.03 0.49 1.60
O 0.31 -3.64 4.74
H 0.65 -4.11 5.51
H 0.25 -4.26 4.01
O -0.26 2.35 -1.68
H -0.17 1.93 -0.81
H -0.19 1.53 -2.18
O -2.82 2.41 -5.41
H -3.09 1.78 -4.74
H -2.14 2.97 -4.99
*
```

=====

Record 8
Formula: C2H12O5
Source: OMol25
Level of theory: ωB97M-V/def2-TZVPD

As for the HOMO-LUMO gap: 10.8 eV. The calculation puts the HOMO energy at -10.246 eV. Its SMILES is CC=O.O.O.O.O.

The geometry in ORCA input format:
```
! RIJCOSX wB97M-V def2-TZVPD def2/J DEFGRID3
* xyz 0 1
C -2.30 1.20 0.62
C -1.32 0.13 1.02
O -1.43 -1.06 0.66
H -1.63 1.84 0.03
H -3.15 1.61 1.26
H -2.81 0.56 -0.12
H -0.56 0.21 1.74
O 1.47 1.19 1.84
H 2.11 1.91 2.14
H 1.77 1.11 0.97
O 0.87 -2.55 -0.41
H 1.84 -2.42 -0.48
H 0.45 -1.73 -0.75
O -0.48 -0.68 -1.61
H -0.73 -1.04 -2.51
H -1.05 -0.90 -0.89
O 2.38 0.59 -1.14
H 3.02 0.01 -1.43
H 1.56 0.02 -0.94
*
```

=====

Record 9
Formula: C2H13N2O2
Source: OMol25
Level of theory: ωB97M-V/def2-TZVPD

As for the HOMO-LUMO gap: 11.1 eV. The calculation puts the HOMO energy at -13.978 eV.

The geometry in ORCA input format:
```
! RIJCOSX wB97M-V def2-TZVPD def2/J DEFGRID3
* xyz 1 1
C 0.74 -0.44 -1.27
N 1.17 0.89 -0.83
C 0.12 -1.17 -0.07
N -0.65 -0.19 0.76
H 1.61 -1.03 -1.54
H 0.06 -0.36 -2.11
H 2.17 0.88 -0.67
H 0.93 1.67 -1.41
H 0.93 -1.49 0.56
H -0.54 -2.00 -0.31
H -1.57 0.12 0.42
H -0.64 -0.49 1.69
H -0.07 0.67 0.74
H -2.34 1.03 -1.91
H -3.10 -0.28 -1.99
O -2.30 0.11 -1.63
H 1.48 1.24 2.73
H 0.87 0.45 3.89
O 1.12 0.38 2.96
*
```

=====

Record 10
Formula: C2H13NO3
Source: OMol25
Level of theory: ωB97M-V/def2-TZVPD

As for the HOMO-LUMO gap: 10.5 eV. The calculation puts the HOMO energy at -9.889 eV.

The geometry in ORCA input format:
```
! RIJCOSX wB97M-V def2-TZVPD def2/J DEFGRID3
* xyz 0 1
H 0.54 0.01 0.29
O 0.52 -0.40 1.41
N 0.33 0.46 -0.95
H 1.09 0.13 1.99
H -0.61 0.03 -1.23
C 1.51 0.27 -1.81
H 1.73 -0.81 -1.72
H 1.35 0.58 -2.85
H 2.36 0.76 -1.28
C -0.03 1.91 -0.68
H 0.78 2.57 -1.05
H -1.01 2.09 -1.11
H -0.10 2.01 0.40
O -1.16 -1.73 3.13
H -1.93 -2.07 2.69
H -0.54 -1.24 2.55
O -1.59 -1.40 -0.21
H -2.13 -2.17 -0.12
H -1.12 -1.00 0.53
*
```

=====

Record 11
Formula: C2H13NO4
Source: OMol25
Level of theory: ωB97M-V/def2-TZVPD

As for the HOMO-LUMO gap (spin up / spin down): 1.5 / 9.0 eV. The calculation puts the HOMO energy (spin up / spin down) at 1.132 / -6.440 eV.

The geometry in ORCA input format:
```
! RIJCOSX wB97M-V def2-TZVPD def2/J DEFGRID3
* xyz -1 2
C -0.17 0.02 2.82
C 1.16 -1.11 1.21
N 0.03 -0.95 1.77
H -0.01 -0.60 3.74
H -1.25 0.29 2.84
H 0.32 0.98 3.04
H 1.13 -2.00 0.61
H 2.08 -0.53 1.32
H 2.24 4.30 -3.22
H 3.98 4.47 -3.28
O 3.12 4.66 -2.77
H -4.21 -4.04 -3.83
H -4.30 -4.19 -2.37
O -3.64 -4.16 -2.97
H 2.72 4.63 0.28
H 3.50 4.45 1.43
O 2.92 3.91 0.85
H -3.30 -2.66 -0.70
H -2.77 -3.99 -0.42
O -3.56 -3.49 -0.34
*
```

=====

Record 12
Formula: C2H13NO4
Source: OMol25
Level of theory: ωB97M-V/def2-TZVPD

As for the HOMO-LUMO gap: 9.6 eV. The calculation puts the HOMO energy at -9.149 eV. Its SMILES is NCCO.O.O.O.

The geometry in ORCA input format:
```
! RIJCOSX wB97M-V def2-TZVPD def2/J DEFGRID3
* xyz 0 1
N 0.60 0.65 -0.29
C 1.05 -0.43 -1.18
C 2.57 -0.72 -1.11
O 3.01 -0.85 0.24
H 1.02 1.50 -0.66
H 0.98 0.44 0.63
H 0.90 -0.09 -2.21
H 0.48 -1.34 -1.01
H 3.08 0.09 -1.63
H 2.86 -1.64 -1.61
H 3.26 -0.03 0.67
O -3.17 -2.12 -0.09
H -3.49 -2.21 -1.01
H -3.27 -1.16 -0.05
O 0.33 0.80 2.89
H 0.38 1.74 2.78
H 0.71 0.45 3.70
O -3.85 1.28 -0.19
H -3.99 2.15 -0.53
H -3.44 1.48 0.65
*
```

=====

Record 13
Formula: C2H13NO4
Source: OMol25
Level of theory: ωB97M-V/def2-TZVPD

As for the HOMO-LUMO gap: 10.4 eV. The calculation puts the HOMO energy at -9.829 eV. Its SMILES is NCCO.O.O.O.

The geometry in ORCA input format:
```
! RIJCOSX wB97M-V def2-TZVPD def2/J DEFGRID3
* xyz 0 1
N 1.09 1.47 -1.33
C 1.35 1.78 -2.75
C 1.30 0.65 -3.65
O 2.18 -0.36 -3.23
H 1.19 2.38 -0.91
H 0.10 0.97 -1.47
H 0.67 2.43 -3.27
H 2.35 2.23 -2.84
H 0.37 0.14 -3.63
H 1.53 0.83 -4.72
H 1.95 -0.55 -2.32
O -2.59 -4.46 4.55
H -2.14 -5.07 3.92
H -1.94 -4.35 5.25
O -2.54 6.04 1.81
H -3.46 5.62 1.74
H -2.20 5.44 2.60
O 0.20 -4.43 2.93
H -0.31 -5.23 2.74
H 0.48 -4.06 2.11
*
```